Entry 1:
Density functional theory data (ωB97M-V/def2-TZVPD) for a structure of composition C30H26MgN6S5.

Output
strongest force on any atom: 0.09 eV Å⁻¹
HOMO level: -0.2548 Ha

Geometry as ORCA input:
```
! wB97M-V def2-TZVPD RIJCOSX def2/J DEFGRID3
* xyz 0 1
Mg 0.2972 0.2552 -0.9309
C -0.0889 -1.9883 -3.0184
C -1.4197 -2.1905 -2.2998
N -1.4421 -1.4472 -1.0324
C -2.7671 -0.9675 -0.6377
C -3.3570 0.0390 -1.6276
S -2.1752 1.2776 -2.2283
C -1.7646 0.6587 -3.8932
C -0.3112 0.2416 -4.1174
N 0.2801 -0.5798 -3.0620
H -0.1409 -2.4413 -4.0165
H 0.7032 -2.5087 -2.4714
H -1.5977 -3.2599 -2.1469
H -2.2337 -1.8334 -2.9261
H -1.0883 -2.0420 -0.2927
H -2.6560 -0.4882 0.3370
H -3.4849 -1.7899 -0.5156
H -4.1641 0.5786 -1.1320
H -3.8076 -0.4514 -2.4900
H -1.9871 1.4660 -4.5902
H -2.4626 -0.1467 -4.1191
H 0.2990 1.1412 -4.1798
H -0.2609 -0.2699 -5.0881
H 1.2933 -0.5046 -3.1219
S -3.1953 5.0814 2.9796
C -3.2326 6.5803 2.1595
C -2.3903 6.5918 1.0915
C -1.6946 5.3651 0.9334
C -2.0265 4.4461 1.8901
C -1.4901 3.0901 2.0340
C -1.0737 2.3937 0.8813
N -0.5456 1.1915 0.9097
C -0.3736 0.5873 2.1044
C -0.7760 1.1749 3.3077
C -0.5461 0.4786 4.5431
C 0.0865 -0.7133 4.5628
C 0.5508 -1.3199 3.3464
C 1.2608 -2.5286 3.3138
C 1.7219 -3.0284 2.1146
C 1.4199 -2.2963 0.9483
N 0.7196 -1.1846 0.9466
C 0.3018 -0.6833 2.1244
C 2.5079 -4.2630 2.0402
C 3.3577 -4.7710 2.9824
C 3.9571 -5.9929 2.5835
C 3.5616 -6.3845 1.3420
S 2.4522 -5.2836 0.6557
C -1.3493 2.4552 3.2481
H -3.8787 7.3700 2.5061
H -2.2616 7.4447 0.4422
H -0.9566 5.1782 0.1652
H -1.1752 2.8515 -0.0948
H -0.8765 0.9432 5.4635
H 0.2728 -1.2251 5.4986
H 1.4455 -3.0645 4.2371
H 1.7982 -2.6239 -0.0162
H 3.5708 -4.2736 3.9179
H 4.6638 -6.5444 3.1852
H 3.8641 -7.2606 0.7924
H -1.6433 2.9550 4.1640
S 1.1000 2.4537 -1.8298
C 2.5447 1.5218 -2.1105
S 2.7957 0.0782 -1.1547
C 3.4395 1.8846 -3.0962
C 3.2222 3.0322 -3.9148
N 3.0639 3.9498 -4.5935
C 4.6001 1.1042 -3.3786
N 5.5430 0.4897 -3.6254
*
```

Atom-resolved charges from Mulliken, all expressed in e: 1.300 -0.969 -0.771 -0.045 -0.824 -0.957 -0.009 -0.631 -0.899 -0.138 0.470 0.274 0.424 0.310 0.160 0.378 0.379 0.542 0.505 0.556 0.371 0.293 0.357 0.356 -0.144 -0.397 -0.566 -0.536 0.107 0.357 -0.545 0.670 -0.510 0.999 -1.055 -1.056 1.095 -0.903 0.500 -0.744 0.267 -0.711 0.190 -0.573 -0.520 -0.450 -0.072 -0.878 0.433 0.400 0.578 0.416 0.444 0.441 0.548 0.416 0.424 0.396 0.418 0.501 -0.563 0.487 -0.547 0.388 -0.012 -0.580 0.032 -0.577



Entry 2:
Density functional theory data (ωB97M-V/def2-TZVPD) for a structure of composition C30H26N10OS2W.

Output
expectation value of S²: 2.254
strongest force on any atom: 0.65 eV Å⁻¹
HOMO level (alpha / beta): -0.4894 / -0.4894 Ha

Geometry as ORCA input:
```
! wB97M-V def2-TZVPD RIJCOSX def2/J DEFGRID3
* xyz 2 3
W 0.0414 -0.3298 0.1290
C 1.6366 4.8515 1.9900
N 1.5690 3.5465 1.2809
C 0.6165 2.6381 1.2856
N 0.9992 1.5846 0.5455
C 2.2566 1.9519 0.1173
N 2.6211 3.1237 0.5422
C 1.7085 4.6739 3.4805
C 2.8859 4.8935 4.1835
C 2.9211 4.6942 5.5592
C 1.7995 4.2416 6.2342
C 0.6228 4.0089 5.5281
C 0.5756 4.2577 4.1640
C -0.5537 3.4388 6.1877
N -0.7861 3.2064 7.4244
N -2.0338 2.5481 7.4690
C -2.4265 2.4560 6.2552
O -1.5452 2.9912 5.3676
C -3.6015 1.7921 5.6864
C -4.4442 1.0218 6.4848
C -5.4931 0.3328 5.9004
C -5.6946 0.3867 4.5243
C -4.8638 1.1688 3.7328
C -5.0977 1.2775 2.2502
N -3.8249 1.1774 1.4900
C -2.7389 0.4794 1.7631
N -1.8096 0.7203 0.8278
C -2.4450 1.5972 -0.0213
N -3.6511 1.9026 0.3621
C -3.8326 1.8855 4.3228
H 0.7599 5.4206 1.6819
H 2.5235 5.3312 1.5857
H -0.3087 2.7315 1.8263
H 2.8735 1.3261 -0.5035
H 3.7765 5.2270 3.6654
H 3.8362 4.8780 6.1048
H 1.8293 4.0581 7.2998
H -0.3632 4.1320 3.6383
H -4.2610 0.9617 7.5492
H -6.1491 -0.2662 6.5167
H -6.5074 -0.1728 4.0776
H -5.5084 2.2419 1.9545
H -5.7622 0.4960 1.8846
H -2.6331 -0.1394 2.6394
H -1.9908 2.0313 -0.8996
H -3.1936 2.5208 3.7217
C 4.0022 -2.3668 -1.5703
C 2.8581 -1.9063 -0.7160
S 1.6301 -0.9729 -1.4653
C 2.7250 -2.2315 0.6045
C 3.7124 -3.0680 1.3678
S 1.3367 -1.6971 1.4568
H 4.2513 -1.6269 -2.3288
H 3.7434 -3.2959 -2.0824
H 4.8882 -2.5519 -0.9663
H 4.6650 -2.5436 1.4603
H 3.8954 -4.0108 0.8519
H 3.3525 -3.2914 2.3698
N -5.7849 -4.7123 -1.6549
C -4.8394 -4.1166 -1.3947
C -3.6588 -3.3653 -1.0650
C -2.9903 -2.6311 -2.0379
C -1.8564 -1.9406 -1.6669
N -1.4144 -1.8790 -0.4020
C -2.0551 -2.6095 0.5292
C -3.1646 -3.3724 0.2391
H -3.3285 -2.6150 -3.0639
H -1.2829 -1.4015 -2.4118
H -1.6448 -2.5851 1.5308
H -3.6397 -3.9580 1.0130
*
```

Atom-resolved charges from Mulliken, all expressed in e: 0.855 -1.230 1.017 -0.151 -0.148 -0.425 -0.848 0.765 -0.795 -0.679 -0.943 0.062 0.048 0.478 -0.464 -0.442 0.517 -0.211 0.051 -0.952 -0.675 -1.014 0.642 -0.780 0.828 -0.212 -0.014 -0.495 -0.993 -0.024 0.329 0.407 0.414 0.549 0.420 0.429 0.536 0.782 0.548 0.436 0.431 0.326 0.446 0.583 0.500 0.760 -1.480 0.532 -0.243 0.690 -1.571 -0.370 0.416 0.337 0.396 0.367 0.373 0.470 -0.323 -0.298 0.655 -0.719 -0.023 -0.093 -0.107 -0.712 0.530 0.454 0.508 0.543



Entry 3:
Density functional theory data (ωB97M-V/def2-TZVPD) for a structure of composition C30H26N4O6Ti.

Output
expectation value of S²: 2.054
strongest force on any atom: 0.48 eV Å⁻¹
HOMO level (alpha / beta): 0.0174 / -0.0704 Ha

Geometry as ORCA input:
```
! wB97M-V def2-TZVPD RIJCOSX def2/J DEFGRID3
* xyz -2 3
Ti 0.0498 0.3282 0.0961
C 3.2708 -1.4641 2.1771
O 2.7224 -1.2739 3.4849
C 2.1372 -0.0603 3.7470
C 2.3642 0.4886 5.0005
C 1.7693 1.7045 5.3491
C 0.9776 2.3695 4.4426
C 0.7247 1.8390 3.1568
C -0.0627 2.5593 2.2265
N -0.3751 2.1467 1.0020
N -1.1061 3.0390 0.2768
C -1.3946 2.5288 -0.8863
O -1.0182 1.3260 -1.2218
C -2.1640 3.3211 -1.8571
C -2.5941 4.6190 -1.5534
C -3.3177 5.3569 -2.4723
C -3.6298 4.8213 -3.7190
C -3.2047 3.5361 -4.0293
C -2.4802 2.7930 -3.1110
C 1.2893 0.5759 2.8207
O 1.0424 0.0176 1.6576
H 4.1203 -2.1396 2.2958
H 3.6129 -0.5201 1.7501
H 2.5366 -1.9019 1.5040
H 3.0100 -0.0472 5.6851
H 1.9454 2.1297 6.3313
H 0.5307 3.3236 4.7036
H -0.4328 3.5411 2.5095
H -2.3414 5.0246 -0.5832
H -3.6408 6.3607 -2.2196
H -4.1950 5.4015 -4.4394
H -3.4372 3.1086 -4.9983
H -2.1424 1.7936 -3.3478
O 0.2416 -3.1727 0.4328
C -0.6475 -3.9120 -0.3410
C -1.1521 -3.1928 -1.5837
C -1.8051 -3.9197 -2.5788
C -2.2413 -3.2719 -3.7179
C -2.0063 -1.9102 -3.8350
C -1.3634 -1.2652 -2.7932
N -0.9521 -1.8817 -1.6835
H 1.0079 -3.0428 -0.2002
H -1.5075 -4.1921 0.2792
H -0.1837 -4.8491 -0.6904
H -1.9454 -4.9871 -2.4513
H -2.7457 -3.8181 -4.5071
H -2.3088 -1.3554 -4.7138
H -1.1694 -0.1998 -2.8266
O 1.8011 1.7047 -0.8557
C 2.2347 0.6520 -1.3999
N 1.6341 -0.5424 -1.0628
C 2.2546 -1.5828 -1.7135
O 1.9945 -2.8073 -1.5297
C 3.2726 -1.0157 -2.5751
C 4.1836 -1.5942 -3.4595
C 5.0551 -0.7795 -4.1541
C 5.0338 0.6286 -3.9687
C 4.1484 1.2133 -3.0875
C 3.2593 0.4008 -2.3798
H 4.1947 -2.6709 -3.5932
H 5.7661 -1.2130 -4.8497
H 5.7274 1.2479 -4.5282
H 4.1355 2.2881 -2.9415
C -1.7645 -0.4012 0.9848
H -2.2521 -1.1247 0.3276
H -2.4436 0.4412 1.1499
H -1.5370 -0.8822 1.9401
*
```

Atom-resolved charges from Mulliken, all expressed in e: 0.346 -0.523 -0.560 0.052 -0.703 -0.536 -1.020 0.760 -0.860 1.181 -1.205 0.207 -0.396 0.367 -0.452 -0.595 -0.363 -0.719 -0.190 0.687 0.405 0.318 0.323 0.026 0.421 0.324 0.338 0.182 0.436 0.356 0.354 0.378 0.331 -0.458 -0.984 0.875 -0.941 -0.361 -0.791 -0.449 0.384 0.111 0.318 0.385 0.433 0.369 0.402 0.392 -0.775 0.327 0.869 -0.154 -1.040 0.042 -0.317 -0.522 -0.447 -0.569 -0.030 0.416 0.358 0.366 0.451 -1.083 0.289 0.326 0.144



Entry 4:
Density functional theory data (ωB97M-V/def2-TZVPD) for a structure of composition C30H26N7O4PtS3.

Output
expectation value of S²: 6.030
strongest force on any atom: 0.25 eV Å⁻¹
HOMO level (alpha / beta): -0.3561 / -0.4006 Ha

Geometry as ORCA input:
```
! wB97M-V def2-TZVPD RIJCOSX def2/J DEFGRID3
* xyz 1 5
Pt -1.2616 -1.4437 -0.1746
C 2.8322 3.7665 0.0188
C 2.5823 2.3393 0.4108
C 2.4218 1.9794 1.7473
C 2.1866 0.6616 2.1055
C 2.1117 -0.3006 1.1080
C 2.3046 0.0245 -0.2284
C 2.5318 1.3433 -0.5671
S 1.7361 -1.9456 1.5535
O 2.0052 -2.1416 2.9415
O 2.2300 -2.8481 0.5612
N 0.0369 -2.0138 1.3500
C -0.7388 -2.4124 2.4550
C -1.9043 -1.3202 2.5965
O -2.1912 -0.9214 3.6915
O -2.4175 -1.0034 1.4598
H 2.7615 4.4321 0.8780
H 2.1145 4.0921 -0.7375
H 3.8285 3.8790 -0.4116
H 2.4837 2.7390 2.5176
H 2.0637 0.3769 3.1432
H 2.2845 -0.7501 -0.9859
H 2.6781 1.6100 -1.6075
H -0.1875 -2.5375 3.3807
H -1.3340 -3.3031 2.2109
S -3.0477 -1.1226 -1.6209
C -3.3424 -2.8470 -1.4819
C -4.3457 -3.5647 -2.1246
C -4.4192 -4.9244 -1.8953
C -3.5065 -5.5413 -1.0435
C -2.5431 -4.7581 -0.4428
N -2.4706 -3.4433 -0.6576
H -5.0422 -3.0611 -2.7804
H -5.1903 -5.5107 -2.3779
H -3.5463 -6.6035 -0.8514
H -1.8076 -5.1785 0.2339
N -0.1706 7.2856 6.0654
C -0.2940 6.5309 5.2079
C -0.4419 5.5876 4.1358
C -1.1084 4.3842 4.3551
C -1.2566 3.4778 3.3200
C -0.7189 3.7756 2.0746
C -0.0523 4.9715 1.8470
C 0.0797 5.8835 2.8788
N -0.8405 2.8337 1.0180
C -1.0293 3.0928 -0.3227
C -1.0367 1.8822 -0.9396
N -0.8404 0.8908 -0.0043
C -0.7355 1.4955 1.1534
H -1.5203 4.1669 5.3306
H -1.8058 2.5578 3.4778
H 0.3745 5.1818 0.8751
H 0.5932 6.8212 2.7174
H -1.1887 4.0897 -0.6958
H -1.2065 1.6719 -1.9814
H -0.5842 1.0230 2.1098
N 2.6651 -2.1157 -6.0625
C 2.5942 -2.8489 -4.9189
S 3.6880 -4.1879 -4.8080
C 1.6977 -2.5402 -3.8802
C 1.4942 -3.4059 -2.7786
C 0.6275 -3.0625 -1.7813
N -0.0683 -1.9040 -1.7769
C 0.0886 -1.0773 -2.8325
C 0.9368 -1.3421 -3.8687
H 3.3484 -2.3468 -6.7629
H 1.8336 -1.6575 -6.3995
H 1.9997 -4.3600 -2.7122
H 0.4699 -3.7176 -0.9381
H -0.5085 -0.1803 -2.8227
H 1.0191 -0.6039 -4.6548
*
```

Atom-resolved charges from Mulliken, all expressed in e: 3.245 -1.804 0.979 -0.237 -1.137 -0.101 -0.163 -0.822 1.364 -0.705 -0.645 -0.674 -0.650 0.723 -0.594 -0.874 0.382 0.339 0.472 0.436 0.551 0.704 0.442 0.532 0.228 -0.584 0.676 -0.723 -0.194 -0.967 -0.155 -0.367 0.457 0.404 0.417 0.481 -0.471 -0.052 0.558 -0.951 -0.278 0.487 -0.236 -1.051 0.460 -0.740 -0.899 -0.024 -0.951 0.480 0.638 0.516 0.461 0.567 0.582 0.503 -0.409 0.763 -0.089 0.908 -0.986 -0.549 -0.189 -0.256 -1.005 0.210 0.197 0.329 0.486 0.220 0.338



Entry 5:
Density functional theory data (ωB97M-V/def2-TZVPD) for a structure of composition C30H26NO3P2ReS.

Output
strongest force on any atom: 0.75 eV Å⁻¹
HOMO level (alpha / beta): -0.4865 / -0.4931 Ha

Geometry as ORCA input:
```
! wB97M-V def2-TZVPD RIJCOSX def2/J DEFGRID3
* xyz 2 1
Re -0.4389 1.8793 1.2601
O -1.8230 2.1414 2.5621
N -2.1537 1.1002 3.4044
C -3.3880 1.1257 3.9481
C -3.7288 0.1581 4.8486
C -2.7824 -0.8197 5.1832
C -1.5321 -0.8031 4.6106
C -1.2099 0.1933 3.6882
S 0.3184 0.4302 2.9086
H -4.0246 1.9315 3.6154
H -4.7170 0.1685 5.2835
H -3.0352 -1.5926 5.8968
H -0.7827 -1.5429 4.8546
O -1.4969 0.2850 0.5037
P -0.7481 -0.7851 -0.3359
C 1.0511 -0.4764 -0.3851
P 1.3450 1.2615 -0.8176
O -0.0178 2.0071 -0.7589
C 2.0884 1.3301 -2.4063
C 3.3561 0.7804 -2.6196
C 3.8980 0.8047 -3.8912
C 3.1751 1.3700 -4.9382
C 1.9170 1.9133 -4.7242
C 1.3629 1.9025 -3.4518
C 2.1732 2.0435 0.5736
C 1.5149 3.2085 1.0761
C 1.9417 3.7546 2.2946
C 2.9990 3.1833 2.9835
C 3.6687 2.0872 2.4496
C 3.2575 1.5081 1.2576
C -0.9883 -2.3970 0.3553
C -2.2965 -2.7648 0.6880
C -2.5343 -4.0215 1.2167
C -1.4808 -4.9084 1.4103
C -0.1835 -4.5459 1.0790
C 0.0660 -3.2875 0.5514
C -1.2916 -0.7354 -2.0230
C -2.1336 0.2889 -2.4506
C -2.5231 0.3420 -3.7813
C -2.0652 -0.6160 -4.6748
C -1.2282 -1.6420 -4.2477
C -0.8456 -1.7107 -2.9195
H 1.4867 -1.1307 -1.1448
H 1.4732 -0.7066 0.5937
H 3.9238 0.3376 -1.8075
H 4.8799 0.3887 -4.0708
H 3.6032 1.3882 -5.9318
H 1.3676 2.3519 -5.5463
H 0.3824 2.3260 -3.2752
H 0.8984 3.8224 0.4203
H 1.4584 4.6455 2.6742
H 3.3287 3.6107 3.9208
H 4.5191 1.6719 2.9750
H 3.7745 0.6313 0.8861
H -3.1221 -2.0808 0.5307
H -3.5437 -4.3180 1.4685
H -1.6738 -5.8923 1.8174
H 0.6312 -5.2416 1.2273
H 1.0820 -3.0158 0.2940
H -2.4815 1.0322 -1.7463
H -3.1876 1.1270 -4.1172
H -2.3738 -0.5718 -5.7113
H -0.8908 -2.3941 -4.9478
H -0.2191 -2.5319 -2.5868
*
```

Atom-resolved charges from Mulliken, all expressed in e: 1.313 -0.741 0.361 -0.302 -0.729 -0.218 -0.803 0.789 -0.475 0.458 0.452 0.449 0.481 -0.944 1.440 -1.834 1.873 -0.678 0.359 -0.477 -0.788 -0.491 -0.863 -0.181 0.313 -0.679 -0.424 -0.576 -0.626 -0.672 0.691 -0.532 -0.767 -0.476 -0.854 -0.234 0.414 -0.399 -0.685 -0.497 -0.814 -0.590 1.029 0.898 0.347 0.439 0.428 0.456 0.484 0.708 0.486 0.472 0.443 0.411 0.447 0.463 0.443 0.443 0.384 0.408 0.445 0.454 0.470 0.405



Entry 6:
Density functional theory data (ωB97M-V/def2-TZVPD) for a structure of composition C30H27B3F4N5O8TeTi in a non-equilibrium geometry.

Output
strongest force on any atom: 1.39 eV Å⁻¹
HOMO level: -0.1561 Ha

Geometry as ORCA input:
```
! wB97M-V def2-TZVPD RIJCOSX def2/J DEFGRID3
* xyz -1 1
Ti 0.1691 1.2286 -0.2222
C -3.5777 2.9997 1.0588
C -2.3195 2.5789 0.3743
N -1.1946 2.1029 1.1536
O -0.4506 3.0916 1.8735
B 1.0197 2.8598 1.6620
F 1.6950 3.7922 2.3866
F 1.2096 3.0173 0.2264
O 1.4788 1.4589 1.9136
N 1.7112 0.6111 0.7755
C 2.9892 0.3932 0.3119
C 4.1574 0.7491 1.1839
C 3.1175 -0.0969 -0.9487
N 2.0039 -0.2144 -1.8315
O 1.1722 0.9555 -1.8277
B 0.6710 1.8474 -3.0976
F 1.3238 3.0498 -2.9437
F 1.0108 1.1925 -4.2433
O -0.7782 1.9718 -2.8831
N -0.9616 2.1440 -1.5090
C -2.1736 2.5000 -0.9895
C -3.3086 2.7915 -1.9281
C 4.4411 -0.4113 -1.5871
H -3.3529 3.4983 2.0038
H -4.2539 2.1678 1.2864
H -4.1274 3.7201 0.4511
H 3.8212 1.3867 1.9987
H 4.9198 1.2805 0.6154
H 4.6177 -0.1419 1.6186
H -3.0241 2.5285 -2.9431
H -3.5646 3.8529 -1.9042
H -4.1958 2.2255 -1.6432
H 5.2018 -0.6363 -0.8368
H 4.8047 0.4175 -2.2034
H 4.3545 -1.2774 -2.2472
O -2.6056 -1.6598 0.0044
C -1.4294 -1.4970 -0.2433
O -0.7860 -0.3893 -0.2075
C -0.5378 -2.7458 -0.4255
C -1.1741 -3.9985 -0.2578
C -0.4039 -5.1178 -0.2392
C 1.0038 -4.9968 -0.2773
C 1.8732 -6.1075 -0.1298
C 3.2230 -5.9243 -0.1030
C 3.7644 -4.6213 -0.2167
C 2.9540 -3.5399 -0.3902
C 1.5496 -3.7114 -0.4351
N 0.7531 -2.6078 -0.6168
H -2.2476 -4.0131 -0.1525
H -0.8530 -6.1021 -0.1692
H 1.4424 -7.0962 -0.0249
H 3.8878 -6.7703 0.0154
H 4.8372 -4.4866 -0.1620
H 3.3457 -2.5355 -0.4665
Te -1.7033 0.5612 2.5893
C -1.2804 1.6126 4.3446
C -0.6209 0.9008 5.3439
C -0.3716 1.4886 6.5780
C -0.7443 2.8032 6.8069
C -1.3774 3.5240 5.8028
C -1.6571 2.9323 4.5817
H -0.2773 -0.1096 5.1572
H 0.1401 0.9220 7.3460
H -0.5284 3.2713 7.7592
H -1.6566 4.5568 5.9704
H -2.1441 3.5038 3.8059
O 1.9990 -2.4605 -2.8762
B 1.2746 -1.4169 -2.1888
O -0.0089 -1.2831 -2.7903
C -0.1001 -2.2993 -3.6857
C -1.1815 -2.6560 -4.4557
C -1.0276 -3.7656 -5.2934
C 0.1629 -4.4746 -5.3384
C 1.2568 -4.1054 -4.5480
C 1.0981 -3.0102 -3.7316
H -2.1009 -2.0883 -4.4118
H -1.8558 -4.0741 -5.9187
H 0.2516 -5.3281 -5.9986
H 2.1938 -4.6459 -4.5720
*
```

Atom-resolved charges from Mulliken, all expressed in e: -1.095 -1.776 -0.217 0.282 -0.392 0.324 -0.282 -0.072 -0.551 1.512 0.994 -1.932 0.153 -0.050 -0.758 1.122 -0.348 -0.363 -0.772 1.261 1.235 -2.107 -1.753 0.252 0.267 0.478 0.439 0.413 0.317 0.447 0.374 0.362 0.460 0.346 0.272 -0.703 -0.307 0.488 0.874 -1.220 -0.914 1.080 -0.860 -0.631 -0.814 -0.104 -0.024 0.625 0.603 0.411 0.398 0.382 0.450 0.470 0.404 0.352 -0.480 -0.588 -0.414 -0.714 -0.062 0.338 0.357 0.364 0.373 0.200 -0.651 1.048 -0.024 0.072 -1.117 -0.686 -0.543 -1.105 0.998 0.556 0.403 0.394 0.481



Going through the records in order, we get E values of -100097.4961 -71962.3933 -72895.5266 -85896.7287 -70694.1888 -98698.3036 eV.